Entry 1:
149
Properties=species:S:1:pos:R:3 method="wB97M-V/def2-TZVPD" mol_weight_g_mol=893.02 smiles="COCCCCCCCCCCCN1C(=O)c2c(C)c(B(O)N(C)C)c([PH2]=S)c(CCO)c2C1=O.CCO.CCO.CCO.CCO.CCO.CCO.CCO.CCO" lumo_ev=-0.3 gap_ev=7.88 total_charge=0
H -2.444 -3.661 -2.705
H 4.464 3.118 3.859
C 4.220 -2.170 2.064
C 5.286 -1.706 3.036
H 6.973 -1.843 -0.778
H -0.405 0.435 -2.173
H 10.199 5.446 1.933
P -6.357 -2.266 -1.356
H -9.799 -3.345 1.838
C 10.072 4.922 0.985
H 2.012 2.832 4.328
H 8.992 -1.771 0.461
H -15.927 3.715 0.641
O -4.312 -4.431 -2.547
C -11.873 3.465 -0.208
H 6.084 -5.625 6.623
C 6.691 0.271 -1.235
B -6.739 0.441 0.162
H 3.366 3.333 -2.718
H 5.199 -2.237 3.981
C -11.838 -2.832 1.335
H -4.031 -4.980 -3.282
C 5.982 1.383 -0.423
H 9.018 -0.024 0.573
C 14.227 -6.736 -2.594
H -8.816 0.732 1.691
H 0.879 1.730 -3.904
H -4.618 -2.439 -4.040
H 6.751 -0.817 0.617
H 2.567 1.101 -2.604
C -3.435 -3.317 -2.407
H -15.977 1.411 0.488
C 3.719 3.275 3.071
H 4.304 -0.136 3.646
H 0.581 3.225 -2.984
H 5.930 -0.155 -1.892
H -10.209 3.937 -1.108
C 6.621 -4.611 4.792
H 10.524 -0.288 -1.148
H 5.833 3.201 -1.586
H -7.903 1.127 -1.983
C 0.703 2.147 -2.913
O -2.790 3.687 -2.393
C -15.574 2.854 2.594
C 7.245 -0.874 -0.357
C 8.766 -0.855 -0.086
H 4.308 -3.239 1.869
H 15.071 -7.114 -3.173
C -12.775 3.769 -1.388
H 7.455 0.757 -1.842
H 11.021 4.949 0.443
H -2.983 -1.847 -3.866
S -5.890 -3.241 0.275
H -3.417 -3.025 -1.360
C -8.619 0.581 -1.372
C -15.195 3.071 1.140
C -3.536 0.236 -2.698
C -5.021 2.800 -0.414
H 6.737 1.957 0.116
H 9.340 5.461 0.381
C -5.323 -0.789 -1.613
C 9.621 3.490 1.208
O -10.029 -3.326 -0.209
C 14.599 -5.465 -1.852
H 10.357 2.946 1.810
H 14.896 -4.686 -2.553
H -12.586 -3.087 0.583
H -10.734 -4.674 1.135
H 11.497 -3.504 -1.742
C -4.262 -0.888 -2.525
H 11.933 -1.908 -1.169
C -3.772 1.436 -2.054
H 13.232 -5.636 -0.476
H 13.392 -6.549 -3.270
H 5.003 1.830 -2.295
H -11.663 -1.756 1.266
C 9.625 -0.877 -1.353
H -14.219 3.543 1.070
H 6.513 -6.702 5.302
H 3.543 1.984 -0.079
H -5.924 3.271 -0.805
H 6.870 -3.658 5.270
H -12.402 4.629 -1.950
N -1.750 1.712 -3.134
H 2.432 4.553 4.247
O 13.494 -4.959 -1.107
H -12.237 2.594 0.336
C -10.553 -3.602 1.086
N -8.037 -0.040 -0.167
C -5.560 0.383 -0.927
H -7.710 -1.927 -1.260
H 4.072 3.690 -0.141
H 3.650 2.363 2.480
H -9.999 0.001 0.622
C 1.962 1.824 -2.063
H -11.841 4.317 0.481
H -9.010 -0.219 -2.016
H 1.661 1.455 -1.080
H 7.785 -5.815 6.163
H -6.173 0.191 1.994
H -16.546 2.361 2.670
C -2.766 2.481 -2.501
H -8.887 -1.034 1.479
H -9.455 1.246 -1.143
H 7.286 -4.753 3.943
H -13.791 3.983 -1.061
O -6.394 0.938 1.421
O -15.115 1.832 0.440
H 4.307 -1.630 1.119
O 4.181 4.301 2.199
O -1.977 -0.075 -4.610
H -4.190 3.478 -0.572
H 11.608 -2.134 -2.913
H -15.623 3.802 3.133
C -2.355 0.518 -3.614
C 11.324 -2.445 -1.903
O 5.293 -4.539 4.276
H 8.666 3.468 1.730
O 9.942 -2.231 -1.664
O 9.438 2.808 -0.031
H 2.181 3.924 -1.536
H -5.102 2.643 0.656
H 6.280 -1.890 2.628
H -12.801 2.922 -2.074
O 5.177 -0.298 3.276
C -0.532 1.512 -2.309
C -3.873 -2.129 -3.310
H -0.697 1.942 -1.317
H 4.698 -4.403 5.020
O -10.543 3.168 -0.636
C 2.811 3.079 -1.813
H 1.634 3.787 2.881
H 4.265 5.114 2.706
H -6.266 -3.037 -2.529
H 9.113 -0.435 -2.210
H 15.435 -5.651 -1.169
H -9.855 -2.380 -0.253
H -12.244 -3.055 2.323
C 5.210 2.338 -1.347
C 3.872 2.798 -0.728
H 13.910 -7.513 -1.894
C 6.766 -5.755 5.779
H 5.322 0.893 0.296
C -8.967 -0.070 0.969
H 3.221 -1.968 2.461
H -14.845 2.208 3.084
C 2.369 3.627 3.670
H 10.284 2.824 -0.490
C -4.782 1.500 -1.148


Entry 2:
158
Properties=species:S:1:pos:R:3 method="wB97M-V/def2-TZVPD" mol_weight_g_mol=998.29 lumo_ev=0.0 gap_ev=9.09 total_charge=0
H 18.114 8.373 -3.220
H 3.706 7.862 8.514
C 7.184 -1.559 12.551
C 17.393 8.685 -2.465
C 12.812 7.362 6.694
H 10.041 12.313 0.857
N 13.113 3.815 -7.776
H 13.066 -2.192 6.407
H 16.133 -0.204 3.630
H -1.085 3.438 9.039
H 12.696 8.265 7.293
H 4.854 6.368 -5.544
H 15.867 10.034 -3.512
C 12.025 4.283 -5.581
C 2.822 -4.443 10.692
H 8.767 14.251 3.930
O 14.910 6.687 -0.651
H 6.378 3.495 4.517
H 11.028 4.375 -6.012
H 13.619 6.014 8.207
H 0.591 3.795 12.455
C 14.508 -0.849 5.666
H 9.627 -3.505 11.245
H 6.329 1.063 -2.160
H 2.322 4.127 10.369
H 9.400 4.270 2.697
H 13.971 2.559 -9.293
N 5.586 8.728 9.467
N 4.381 6.088 -4.697
H 10.696 4.679 9.859
H 14.227 4.301 -9.563
H 7.063 0.735 5.089
O 0.980 2.819 9.408
H 6.831 6.617 -2.868
C 8.695 12.456 2.515
H 7.871 4.879 3.176
N 2.882 -4.083 9.426
O 15.021 8.692 -2.291
S 15.631 7.949 -0.859
O 17.118 7.628 -1.610
C 6.412 0.178 -1.530
O 13.990 2.967 -6.006
C 8.170 2.869 3.738
H 15.125 0.916 2.883
H 2.248 5.971 -4.432
H 3.464 -4.658 8.834
H 2.981 4.466 -4.264
H 16.055 1.316 4.420
N 3.873 -4.647 1.316
H 16.023 8.521 -4.222
C -0.476 2.719 9.587
O 3.684 -5.917 3.112
O 4.168 8.605 11.184
O 10.495 6.379 7.912
H 2.908 -2.754 7.812
C 4.584 8.503 8.431
C 1.564 3.375 10.589
H -1.513 3.087 11.389
H 12.284 4.232 -8.174
H 10.255 -0.872 -1.933
H 15.119 3.318 -8.314
O 8.225 -1.771 11.580
O 15.869 8.892 0.253
O 10.508 13.118 3.932
H 2.249 -5.829 0.845
C 8.234 -1.549 -1.386
C 15.439 0.599 3.878
H 5.842 1.777 5.839
H 6.134 0.474 -0.518
H 11.199 13.885 2.113
H 1.016 -4.052 11.690
H 8.287 3.722 1.682
H 12.426 5.115 10.076
H 8.181 13.000 1.723
C 11.566 5.972 8.345
H 12.392 5.305 -5.483
H 13.827 7.348 6.299
H 1.750 -4.431 1.746
C 4.761 6.545 -3.490
H 13.393 0.406 4.653
H 17.740 9.561 -1.916
H 7.399 8.352 11.243
H 5.954 8.196 -3.084
C 9.962 12.056 1.913
O 9.047 1.936 3.669
N 7.123 2.815 4.577
H 6.147 -4.136 2.455
H 7.161 -3.074 14.217
C 9.754 -1.534 -1.226
C 3.086 5.395 -4.824
H 2.601 -3.731 12.579
C 5.799 -5.146 2.673
H 5.655 -0.569 -1.770
N 14.329 0.035 4.733
H 2.133 2.549 11.016
H 10.131 10.981 1.975
H 6.388 -5.854 2.090
C 8.738 -3.114 11.740
H 10.078 -2.461 -1.699
C 4.392 -5.238 2.375
H 4.471 -4.192 0.640
H 4.072 9.458 8.321
H 11.951 3.942 -4.548
C 13.336 -1.147 6.560
N 7.824 -0.293 -1.438
C 5.293 8.693 10.807
H -0.201 1.788 11.371
H 8.458 0.388 -1.044
H 6.330 8.076 12.646
C 6.487 8.672 11.747
O 4.050 6.433 -2.478
C 11.656 4.823 9.363
O 7.540 -2.569 -1.397
C 8.936 -3.130 13.257
H 6.533 8.462 9.237
C 6.072 7.168 -3.424
H 8.059 11.601 2.742
C 13.127 3.673 -6.435
C 2.428 -4.760 0.958
H 6.592 9.723 12.014
C 9.087 13.221 3.767
H 12.501 -0.485 6.332
H 6.355 7.274 -4.472
H 8.090 -1.558 14.506
N 12.763 6.364 7.800
H 6.191 -1.859 12.216
H 2.831 5.290 -5.879
H 4.942 8.223 7.440
C 2.342 -2.948 8.724
C 8.344 4.002 2.734
H 1.284 -3.028 8.474
H 2.230 -4.404 -0.053
H 13.695 -0.973 7.574
C 6.868 1.737 5.474
H 12.002 12.456 2.677
H -0.894 1.791 9.199
H 8.662 12.664 4.602
H 8.936 -4.137 13.673
H 7.877 -3.699 11.416
H 0.021 4.776 10.985
C 0.391 3.832 11.384
C 14.169 3.515 -8.809
C 16.057 8.995 -3.241
C 7.769 -2.290 13.765
C -0.557 2.746 10.992
O 15.610 -1.388 5.934
H 9.850 -2.657 13.617
O 3.423 -5.481 10.920
C 11.026 12.937 2.623
H 5.852 -5.228 3.759
H 7.425 2.051 6.356
H 7.100 -0.504 12.813
C 2.028 -3.649 11.655
H 1.947 -2.581 11.451
H 11.993 3.897 8.898
H 2.420 -1.960 9.177
H 10.244 -1.802 -0.291
H 12.061 7.023 5.980


Entry 3:
145
Properties=species:S:1:pos:R:3 method="wB97M-V/def2-TZVPD" mol_weight_g_mol=800.18 lumo_ev=-6.8 e_above_lowest_kj_mol=522.3 gap_ev=9.54 total_charge=+4
H -5.429 -5.747 1.153
C -1.306 0.604 5.933
H -1.682 -8.964 -5.255
H -0.895 0.539 -9.076
C 0.790 -0.769 6.636
C -6.077 -1.502 0.263
C 5.825 8.793 2.636
F 3.311 0.969 0.300
H -6.200 -0.822 -0.580
H -7.445 -4.500 0.658
H 0.427 -10.744 -3.429
H 0.735 3.734 -9.363
H 7.836 9.700 6.261
H -3.845 -1.496 -1.222
H -2.132 -11.135 -1.546
C 0.037 2.898 -9.374
H -7.111 0.182 2.419
H 0.231 -9.668 -0.582
H -2.067 -9.577 -0.656
C 0.439 2.736 -6.885
C -0.503 -7.540 -2.991
H -7.299 -5.648 -0.630
H 2.039 0.110 -6.545
H -1.269 0.504 8.860
C -1.900 -9.578 -2.828
H 3.832 7.621 4.441
H -5.263 -1.106 0.871
H -4.339 2.358 6.010
H 2.565 1.902 -8.190
H 2.901 6.913 3.190
H -0.627 -7.498 -1.908
H -5.151 -1.577 -2.284
N 4.864 7.556 2.469
H 2.219 -0.911 -8.068
H 4.044 8.295 0.769
F 2.128 0.342 -1.508
C 0.167 -0.264 -7.321
H 1.116 -6.940 -4.419
C 4.346 7.289 1.061
C -7.226 -1.684 1.274
H -1.313 4.098 -7.335
C -2.601 1.112 6.390
N -0.600 -0.286 7.007
H -8.067 -2.184 0.794
H -1.514 1.169 -7.478
H -1.197 -6.840 -3.457
H 0.181 -11.330 -1.286
C -6.690 -3.606 -1.131
H -3.236 0.270 6.663
H -1.032 3.107 -9.412
P 1.774 0.961 0.016
H 1.459 -4.993 -2.246
C 5.710 6.259 2.786
C 7.516 10.063 4.082
H -0.458 -10.208 -5.377
H 0.273 -0.940 9.877
H -1.406 0.242 4.910
C -0.655 0.821 -8.051
C 1.750 1.197 -8.357
C 3.624 7.708 3.374
H -0.314 -1.163 -7.709
H 5.526 9.313 4.686
H -2.043 -10.476 -3.429
C 0.857 -6.818 -3.368
H 6.709 8.602 2.027
H 3.213 8.698 3.174
H 1.453 -9.422 -2.802
H 5.063 5.429 3.070
H 7.395 6.494 1.581
H 1.301 0.044 6.120
H -0.552 1.387 5.850
C -0.650 -9.204 -4.998
C 0.813 -0.388 9.108
C 0.460 -9.871 -2.776
H 9.026 10.750 5.668
H -8.033 0.373 1.064
H 1.517 0.280 9.603
C -4.592 -2.201 -1.587
F 1.660 -0.522 0.675
H 6.034 7.425 -0.193
H 5.237 9.663 2.342
C -0.313 0.415 8.345
C -0.849 3.574 -6.500
H -0.147 5.302 -5.563
C 8.413 9.904 5.359
H -6.851 -2.196 2.160
H 1.270 3.417 -7.067
H -3.428 1.820 4.545
H -1.614 4.641 -4.782
H -0.162 3.861 -4.468
H 8.252 10.065 3.277
C -1.378 -1.637 7.279
H -2.673 3.042 5.667
C -5.444 -5.144 0.245
C 0.887 -5.332 -3.110
H 6.667 8.079 4.338
H 5.378 5.938 -0.403
H 0.169 2.407 -10.338
H 0.011 1.391 7.982
F 0.207 0.946 -0.364
H 3.612 6.488 1.149
C -6.811 -4.782 -0.183
C 5.572 6.642 0.407
N 0.378 1.907 -8.160
C 6.429 5.990 1.560
H 0.799 -1.684 6.044
C -1.645 -10.163 -1.473
C -0.672 4.393 -5.271
F 2.052 2.488 -0.554
H -4.728 -3.522 1.426
H -7.614 -3.034 -1.217
H -6.498 -3.923 -2.156
H -2.756 -8.918 -2.970
N -5.517 -2.766 -0.497
H -0.750 -2.291 7.883
H -5.041 -5.653 -0.631
H -4.160 -3.051 -2.116
H 0.608 2.105 -6.013
H 1.903 1.080 -9.430
H -3.677 -3.860 0.130
H 1.189 -4.733 -3.970
C 6.345 9.067 4.010
H 1.738 -2.118 7.911
H 1.705 -7.289 -2.872
C -7.814 -0.389 1.812
C -0.138 -10.293 -1.395
H 6.298 6.409 3.691
H 2.590 -0.627 7.739
H 0.057 -0.259 -6.236
H -0.081 -4.943 -2.795
C 1.595 -1.038 7.910
H 9.050 9.060 5.092
H -1.742 -2.127 6.376
H -0.058 -8.571 -5.659
H 7.197 11.104 4.145
C -4.738 -3.794 0.370
F 1.601 1.631 1.528
H -2.378 1.668 7.301
C -3.357 2.200 5.564
H -1.419 2.715 -6.147
H -8.750 -0.401 2.370
C 1.675 -0.124 -7.546
H -2.266 -1.416 7.871
H 6.685 4.937 1.442
N -0.547 -8.995 -3.457